Molecular formula: C3H4N2O
Method: DFT, wB97M-V/def2-TZVPD

Last column: natural (NBO) charge in e.
Atoms and positions in Å:
H 2.762 0.554 0.360  0.362
H 1.700 -1.405 0.857  0.166
C 1.248 -0.549 0.347  0.413
N 1.795 0.549 0.052  -0.721
C -0.821 0.214 -0.486  -0.189
C -2.161 0.141 0.112  0.255
H -0.908 0.080 -1.569  0.229
N -3.228 0.072 0.551  -0.291
O -0.039 -0.837 0.070  -0.484
H -0.348 1.180 -0.293  0.260

The energy is -301.4326 a.u. The strongest force on any atom is 0.0223 hartree/bohr. Its energy above the lowest of the compared OMol25 structures with the same formula, charge and spin is 143.5 kJ/mol. As for the molecular weight: 84.1 g/mol. As for the SMILES: [H]/N=C/OCC#N. As for the LUMO energy: 0.8 eV.